Record 1
{
  "formula": "C4H10DyO2",
  "method": "ωB97M-V/def2-TZVPD",
  "e_homo_ev": [-13.613, -9.539],
  "spin_multiplicity": 6,
  "lumo_ha": [-0.16562, -0.16415],
  "e_above_lowest_kcal_mol": 0.0,
  "homo_lumo_gap_ev": [9.1, 5.1],
  "s2": 9.3191,
  "charge": 1,
  "symbols": ["O", "C", "C", "O", "C", "Dy", "H", "H", "H", "H", "H", "H", "H", "C", "H", "H", "H"],
  "positions_angstrom": [[-2.28374, -1.02038, -0.23422], [-1.91111, 0.15468, -0.12504], [-0.77000, 0.22301, 0.82785], [0.01647, -0.92324, 0.76751], [1.05327, -1.03115, 1.72461], [-0.78403, -3.01629, -0.83347], [-2.64750, 0.97683, -0.08855], [-0.16470, 0.81686, -1.80553], [-1.13495, 0.46890, 1.84055], [-0.09056, 1.10686, 0.36979], [1.58874, -1.96658, 1.52131], [1.74543, -0.18543, 1.59928], [0.61547, -1.08142, 2.73169], [0.92324, 1.27989, -1.99227], [1.43378, 1.83657, -1.19637], [1.55995, 0.42208, -2.24215], [0.85024, 1.93883, -2.86498]],
  "lowdin_charge": [-0.21, -0.16, -0.23, -0.44, -0.07, 1.24, 0.16, 0.05, 0.16, 0.16, 0.09, 0.11, 0.11, -0.04, 0.03, 0.02, 0.03]
}

***

Record 2
{
  "formula": "C4H10F3OPSi",
  "method": "ωB97M-V/def2-TZVPD",
  "smiles": "C[C@H]([Si](F)(F)F)P(C)(C)=O",
  "e_homo_ev": -9.999,
  "lumo_ha": 0.02090,
  "e_above_lowest_kcal_mol": 12.6,
  "homo_lumo_gap_ev": 10.6,
  "symbols": ["C", "C", "Si", "F", "F", "F", "P", "C", "C", "O", "H", "H", "H", "H", "H", "H", "H", "H", "H", "H"],
  "positions_angstrom": [[-0.01652, -1.87549, 0.65210], [-0.67185, -0.13028, 0.66455], [-2.46529, -0.20510, 0.02953], [-2.21680, -0.49283, -1.48687], [-3.28424, 1.10954, 0.18914], [-3.47322, -1.27422, 0.54647], [0.47517, 1.07180, -0.07546], [2.04202, 0.69836, 0.80761], [0.77881, 0.80326, -1.93561], [-0.15881, 2.34658, 0.24714], [0.25533, -2.10748, -0.40099], [0.82324, -1.69893, 1.31949], [-0.80846, -2.48179, 1.11662], [-0.78323, 0.08708, 1.78543], [1.68332, 0.44898, 1.73348], [2.78054, -0.08950, 0.49435], [2.78599, 1.53654, 1.02265], [0.15129, 1.66653, -2.32356], [1.78759, 0.78037, -2.29021], [0.31513, -0.19344, -2.09585]],
  "lowdin_charge": [-0.03, -0.35, 0.15, -0.05, -0.03, -0.03, 0.53, -0.19, -0.14, -0.35, 0.06, 0.02, 0.05, 0.10, -0.01, 0.07, 0.08, 0.07, 0.03, 0.03]
}

***

| no. | DFT total energy (Ha) |
| --- | --- |
| 1 | -1193.57209 |
| 2 | -1164.29283 |